(A)
Below is a molecular structure, ClCu, with properties calculated with the ωB97M-V functional and the def2-TZVPD basis.

The geometry in XYZ format:
```
2
Properties=species:S:1:pos:R:3:lowdin_charge:R:1
Cu 0.56274 -1.22694 -0.20149 0.7708
Cl -0.56274 1.22694 0.20149 0.2292
```

The calculation puts the orbital gap (spin up / spin down) at 9.84 / 6.88 eV. For the molar mass, the calculation gives 98.999 g mol⁻¹. As for the spin multiplicity: 2. Its charge is +1. Its LUMO energy (spin up / spin down) is -0.28166 / -0.37472 Ha. The HOMO energy (spin up / spin down) is -17.503 / -17.072 eV.

***

(B)
Below is a molecular structure, ClCu, with properties calculated with the ωB97M-V functional and the def2-TZVPD basis.

The geometry in XYZ format:
```
2
Properties=species:S:1:pos:R:3:lowdin_charge:R:1
Cu 18.84211 5.25317 -34.36813 0.7409
Cl 20.22675 6.50823 -33.52340 0.2591
```

The calculation puts the orbital gap (spin up / spin down) at 9.69 / 6.55 eV. For the molar mass, the calculation gives 98.999 g mol⁻¹. As for the spin multiplicity: 2. Its charge is +1. Its LUMO energy (spin up / spin down) is -0.29170 / -0.39918 Ha. The HOMO energy (spin up / spin down) is -17.627 / -17.412 eV.

***

Most stable one: (B), least stable one: (A).

***

(A)
Below is a molecular structure, C6H7N5O, with properties calculated with the ωB97M-V functional and the def2-TZVPD basis.

The geometry in XYZ format:
```
19
Properties=species:S:1:pos:R:3:lowdin_charge:R:1
C -3.31535 0.68107 0.11779 -0.1018
C -1.54956 -1.05868 -0.16692 -0.2549
C 0.77397 -0.88027 -0.03370 -0.2976
C 3.27558 -0.84751 0.18437 -0.0242
C 0.88580 1.77907 -0.08927 -0.1900
C -0.42436 -0.06618 0.01068 -0.1085
H -3.47117 1.25820 1.05929 0.0934
H -3.19292 1.51026 -0.60586 0.0872
H -4.40756 0.80222 -0.09923 0.0826
H 2.67598 -1.93608 -0.48339 0.1758
H 3.72405 -0.99789 1.43614 0.1556
H 3.93460 -0.06997 -0.38629 0.0772
H 0.97488 2.76237 -0.51769 0.1035
N -1.00480 -2.31216 -0.20992 0.1012
N 0.51929 -2.21288 -0.13190 0.0541
N 1.91679 -0.10232 0.18154 -0.1669
N 1.96578 1.11992 -0.33728 0.0846
N -0.41865 1.29073 0.00291 0.1725
O -2.86236 -0.71991 0.06873 -0.0437
```

The calculation puts the orbital gap at 7.20 eV. For the molar mass, the calculation gives 165.156 g mol⁻¹. Its charge is 0. Its LUMO energy is -0.05887 Ha. The HOMO energy is -8.804 eV.

***

(B)
Below is a single C6H7N5O molecule, with properties calculated with the ωB97M-V functional and the def2-TZVPD basis.

The geometry in XYZ format:
```
19
Properties=species:S:1:pos:R:3:lowdin_charge:R:1
C -1.04305 1.98446 0.16051 -0.1079
C -0.84633 0.21868 -1.46606 -0.2770
C 1.36757 0.34144 -1.91974 -0.0913
C 0.06839 -1.44504 0.75923 -0.5209
C 0.64863 -2.23893 1.83288 -0.0148
C -0.83449 2.65863 1.25719 0.0529
N -1.49873 1.13112 -0.61430 0.1635
N -0.53969 0.88142 -2.73002 0.0662
N 0.69937 0.95526 -2.93841 0.0587
N 0.55463 -0.16783 -1.03833 -0.0575
N 0.96989 -0.72082 -0.00539 0.1152
O -1.10659 -1.50530 0.45637 0.0446
H -1.45419 -0.63749 -1.44481 0.1319
H 2.40696 0.41262 -1.88985 0.1129
H 1.69285 -2.18964 1.82724 0.0585
H 0.02629 -2.21873 2.81701 0.1381
H 0.51128 -3.26006 1.65909 0.0626
H -0.34383 3.56305 1.23367 0.0372
H -1.27895 2.23716 2.04373 0.0270
```

The calculation puts the orbital gap (spin up / spin down) at 7.62 / 7.62 eV. For the molar mass, the calculation gives 165.156 g mol⁻¹. Its charge is 0. Its LUMO energy (spin up / spin down) is -0.04694 / -0.04704 Ha. The HOMO energy (spin up / spin down) is -8.896 / -8.895 eV.

***

Most stable one: (B), least stable one: (A).

***

(A)
Below is a molecular structure, CH4IPS2, with properties calculated with the ωB97M-V functional and the def2-TZVPD basis.

The geometry in XYZ format:
```
9
Properties=species:S:1:pos:R:3:lowdin_charge:R:1
C -0.92350 -0.19097 0.68733 -1.3143
P 0.86950 -1.25289 -1.48293 0.4966
S 0.87533 2.30195 0.99498 0.3671
S 0.22331 -1.44252 0.54077 0.3493
I -1.97572 -0.00546 2.45269 0.7549
H -1.25133 0.40229 -0.14386 -0.0506
H 0.50405 0.08880 -1.57167 -0.1634
H -0.34620 -1.68915 -2.03213 -0.1499
H 2.02456 1.78795 0.55483 -0.2897
```

The calculation puts the orbital gap (spin up / spin down) at 7.67 / 6.96 eV. For the molar mass, the calculation gives 238.055 g mol⁻¹. As for the spin multiplicity: 3. Its charge is 0. Its LUMO energy (spin up / spin down) is 0.01190 / -0.09096 Ha. The HOMO energy (spin up / spin down) is -7.345 / -9.431 eV.

***

(B)
Below is a single CH4IPS2 molecule, with properties calculated with the ωB97M-V functional and the def2-TZVPD basis.

The geometry in XYZ format:
```
9
Properties=species:S:1:pos:R:3:lowdin_charge:R:1
C -1.15984 0.08803 -0.57947 -1.4409
P 1.70320 -0.35737 0.59354 0.4306
S -0.39793 1.62983 -0.06131 0.4821
S 0.14593 -1.49218 -0.24770 0.3383
I -3.07492 -0.42014 0.22354 0.6370
H -1.31849 0.02310 -1.60908 -0.0794
H 2.63293 0.06310 -0.43084 -0.0821
H 2.32123 -1.51341 0.89465 -0.1960
H -0.85211 1.97903 1.21667 -0.0896
```

The calculation puts the orbital gap (spin up / spin down) at 5.44 / 5.98 eV. For the molar mass, the calculation gives 238.055 g mol⁻¹. As for the spin multiplicity: 3. Its charge is 0. Its LUMO energy (spin up / spin down) is 0.00572 / -0.11639 Ha. The HOMO energy (spin up / spin down) is -5.283 / -9.144 eV.

***

Most stable one: (A), least stable one: (B).